# 1
Here is a structure of composition C19H15IO3Pd from the OMol25 dataset. Energies are from ωB97M-V with the def2-TZVPD basis set.

```
! wB97M-V def2-TZVPD RIJCOSX def2/J DEFGRID3
* xyz 0 1
Pd 0.816 -1.038 -0.868
I 3.383 -1.091 -0.702
C 3.254 -1.859 1.234
C 4.347 -1.931 2.041
C 4.196 -2.505 3.323
C 2.985 -2.995 3.715
C 1.850 -2.928 2.867
C 0.596 -3.443 3.267
C -0.472 -3.362 2.424
C -0.352 -2.746 1.157
C 0.833 -2.205 0.730
C 1.970 -2.325 1.588
H 5.310 -1.562 1.717
H 5.052 -2.559 3.983
H 2.871 -3.447 4.693
H 0.504 -3.903 4.243
H -1.431 -3.766 2.724
H -1.218 -2.701 0.513
C -0.090 5.529 -2.980
O -1.324 5.033 -2.491
C -1.395 3.718 -2.189
C -2.676 3.280 -1.761
C -2.840 1.975 -1.434
C -1.783 1.021 -1.494
C -2.055 -0.337 -1.169
C -3.458 -0.781 -0.826
O -1.205 -1.265 -1.175
C -0.479 1.470 -1.919
O 0.563 0.743 -2.012
C -0.341 2.850 -2.266
H -0.261 6.573 -3.226
H 0.224 4.988 -3.875
H 0.692 5.455 -2.220
H -3.485 3.995 -1.713
H -3.820 1.647 -1.116
H -4.168 -0.513 -1.607
H -3.784 -0.310 0.102
H -3.455 -1.860 -0.698
H 0.645 3.159 -2.578
*
```

Calculated values
- ΔE to the lowest compared entry with this formula, charge and spin: 19.0 kJ/mol
- HOMO-LUMO gap: 7.369 eV


# 2
Here is a structure of composition C21H36MgP2Te at a distorted geometry from the OMol25 dataset. Energies are from ωB97M-V with the def2-TZVPD basis set.

```
! wB97M-V def2-TZVPD RIJCOSX def2/J DEFGRID3
* xyz 0 1
P 0.058 -1.666 -2.616
P 0.309 1.624 -3.294
C -0.196 -0.926 -4.312
C 0.575 0.370 -4.592
H -1.277 -0.743 -4.405
H 0.078 -1.695 -5.048
H 1.656 0.207 -4.664
H 0.237 0.839 -5.527
C -1.246 2.385 -3.920
H -1.617 3.147 -3.228
H -2.029 1.622 -4.051
H -1.036 2.873 -4.879
C 1.551 2.928 -3.456
H 1.297 3.604 -4.284
H 2.530 2.461 -3.633
H 1.595 3.502 -2.521
C -1.028 -3.121 -2.923
H -1.040 -3.770 -2.038
H -0.672 -3.687 -3.800
H -2.052 -2.762 -3.114
C 1.729 -2.385 -2.861
H 2.469 -1.572 -2.814
H 1.783 -2.896 -3.838
H 1.923 -3.098 -2.046
Mg 2.487 -1.442 1.668
C -0.346 2.699 -0.137
C -1.384 2.453 -0.961
C -1.959 1.087 -1.220
C -2.287 0.298 0.083
C -1.502 -0.935 0.125
C -0.154 -0.887 0.007
C 0.636 0.327 -0.359
C 0.547 1.656 0.469
C 1.062 -2.590 2.727
H -0.095 3.728 0.155
H -1.861 3.294 -1.482
H -1.264 0.494 -1.859
H -2.869 1.145 -1.842
H -2.153 0.917 0.992
H -3.331 -0.021 0.034
H -1.980 -1.895 0.303
H 0.448 -1.768 0.352
H 0.384 0.649 -1.403
H 1.710 0.071 -0.447
H 0.335 1.441 1.530
H 1.557 2.113 0.438
H 1.440 -3.085 3.631
H 0.615 -3.307 2.020
H 0.308 -1.869 3.096
Te 1.889 0.470 3.676
C 0.786 0.059 5.447
C -0.596 0.237 5.689
C -1.107 -0.029 6.972
C -0.242 -0.440 7.998
C 1.135 -0.600 7.763
C 1.662 -0.333 6.491
H -1.218 0.584 4.865
H -2.164 0.127 7.195
H -0.628 -0.607 9.008
H 1.816 -0.881 8.579
H 2.726 -0.400 6.262
*
```

Calculated values
- ΔE to the lowest compared entry with this formula, charge and spin: 257.9 kJ/mol
- HOMO-LUMO gap: 4.868 eV


Quick rundown of E, same order as above: -1384.30174 -1972.36803 Ha